[1]
{"formula": "C5H6O3Pm", "method": "ωB97M-V/def2-TZVPD", "elements": ["O", "C", "O", "O", "C", "C", "C", "C", "Pm", "H", "H", "H", "H", "H", "H"], "positions_angstrom": [[3.96, -2.40, -1.93], [3.28, -1.74, -1.29], [2.63, -1.07, -0.58], [-1.32, 1.09, 0.31], [-2.53, 1.01, -0.34], [-3.22, -0.35, -0.15], [-4.50, -0.45, -0.96], [-5.70, -0.62, -0.46], [0.91, 0.32, 0.63], [-2.42, 1.19, -1.42], [-3.22, 1.79, 0.04], [-3.42, -0.52, 0.91], [-2.52, -1.14, -0.49], [-4.38, -0.36, -2.05], [-6.14, -0.81, 0.52]], "spin_multiplicity": 6, "homo_ev": [-14.58, -16.20], "relative_energy_kj_mol": 14.71, "gap_ev": [4.0623, 5.6917], "charge": 2, "lumo_ev": [-10.52, -10.50]}



[2]
{"formula": "C6H9B3FNO8", "method": "ωB97M-V/def2-TZVPD", "elements": ["C", "C", "O", "B", "O", "B", "O", "B", "O", "C", "N", "O", "H", "H", "H", "H", "H", "H", "C", "C", "O", "C", "O", "O", "F", "H", "H", "H"], "positions_angstrom": [[-2.26, 0.15, 2.03], [-1.02, -0.68, 1.53], [0.01, -0.78, 2.53], [1.07, 0.05, 2.31], [1.67, 0.71, 3.40], [2.36, 1.77, 2.79], [1.58, 2.53, 1.84], [1.43, 1.64, 0.78], [0.99, 2.07, -0.51], [-0.03, 2.91, -0.29], [-0.61, 3.86, -0.16], [1.69, 0.28, 1.04], [-3.17, -0.33, 1.60], [-2.21, 1.21, 1.68], [-2.28, 0.08, 3.13], [-0.68, -0.31, 0.54], [-1.40, -1.71, 1.35], [3.50, 2.03, 2.95], [0.49, -0.74, -2.78], [0.12, -1.84, -3.73], [-0.47, -2.81, -2.89], [-1.02, -2.11, -1.85], [-1.82, -2.55, -1.09], [-0.53, -0.84, -1.80], [1.22, -2.39, -4.31], [1.47, -0.91, -2.31], [0.49, 0.24, -3.25], [-0.59, -1.55, -4.51]], "spin_multiplicity": 1, "homo_ev": -11.07, "gap_ev": 11.1842, "lumo_ev": 0.11}



[3]
{"formula": "C5H11ClNSTiTm", "method": "ωB97M-V/def2-TZVPD", "elements": ["Ti", "Cl", "C", "C", "H", "H", "H", "H", "H", "H", "Tm", "C", "C", "H", "H", "H", "H", "H", "S", "C", "N"], "positions_angstrom": [[-0.50, 0.20, -1.47], [-2.12, 1.55, -0.69], [-1.49, -1.08, -2.72], [0.60, 1.52, -2.57], [-1.09, -0.99, -3.75], [-1.25, -2.08, -2.31], [-2.57, -0.87, -2.69], [0.74, 1.12, -3.59], [1.56, 1.65, -2.05], [0.05, 2.48, -2.61], [-0.20, -0.43, 2.02], [1.34, 1.01, 3.02], [0.72, -0.87, -0.18], [2.34, 0.95, 2.54], [1.03, 2.07, 2.97], [1.46, 0.73, 4.08], [1.74, -0.48, -0.50], [0.88, -1.95, 0.10], [-2.12, -0.50, 3.77], [-1.02, -1.70, 3.55], [-0.10, -2.33, 3.07]], "spin_multiplicity": 4, "homo_ev": [-2.07, -3.75], "relative_energy_kj_mol": 89.78, "gap_ev": [4.0398, 5.7217], "charge": -1, "lumo_ev": [1.97, 1.97]}



[4]
{"formula": "C42H57Cl3N2O12P2SSeTi", "method": "ωB97M-V/def2-TZVPD", "elements": ["Ti", "C", "C", "C", "C", "C", "C", "C", "Se", "C", "C", "C", "C", "C", "C", "O", "C", "C", "C", "C", "C", "C", "C", "C", "C", "O", "C", "C", "C", "C", "C", "C", "H", "H", "H", "H", "H", "H", "H", "H", "H", "H", "H", "H", "H", "H", "H", "H", "H", "H", "H", "H", "H", "H", "H", "H", "H", "H", "H", "H", "H", "H", "H", "H", "H", "H", "H", "H", "H", "H", "H", "H", "C", "C", "N", "C", "C", "C", "S", "N", "C", "O", "C", "C", "C", "C", "C", "C", "H", "H", "H", "H", "H", "H", "H", "H", "H", "H", "H", "H", "H", "H", "H", "O", "P", "O", "O", "O", "P", "O", "O", "O", "H", "H", "Cl", "C", "Cl", "Cl", "C", "O", "O"], "positions_angstrom": [[0.42, 1.15, -1.87], [1.56, -4.86, 3.28], [2.36, -4.87, 1.97], [1.90, -6.05, 1.10], [3.84, -5.10, 2.33], [2.14, -3.56, 1.22], [0.86, -3.22, 0.80], [0.63, -2.04, 0.11], [-1.16, -1.52, -0.29], [-1.20, -0.24, 1.14], [-1.45, -0.76, 2.40], [-1.29, 0.02, 3.54], [-0.91, 1.34, 3.33], [-0.69, 1.93, 2.09], [-0.82, 1.10, 0.94], [-0.56, 1.55, -0.28], [-0.19, 3.38, 2.06], [-0.65, 4.18, 3.29], [1.35, 3.32, 2.04], [-0.65, 4.18, 0.84], [-1.48, -0.51, 4.95], [-2.57, 0.30, 5.67], [-1.90, -1.98, 4.96], [-0.16, -0.38, 5.73], [1.67, -1.14, -0.19], [1.42, -0.07, -0.92], [2.97, -1.46, 0.25], [3.16, -2.66, 0.94], [4.16, -0.54, -0.04], [5.45, -1.04, 0.62], [4.39, -0.53, -1.56], [3.90, 0.87, 0.49], [1.70, -5.79, 3.83], [1.87, -4.03, 3.91], [0.49, -4.74, 3.08], [2.05, -7.00, 1.63], [0.84, -5.96, 0.85], [2.46, -6.08, 0.17], [3.94, -6.05, 2.84], [4.46, -5.12, 1.43], [4.21, -4.31, 2.98], [0.01, -3.85, 1.02], [-1.71, -1.81, 2.47], [-0.76, 1.96, 4.21], [-0.20, 3.84, 4.23], [-0.35, 5.22, 3.15], [-1.73, 4.14, 3.39], [1.73, 2.78, 2.92], [1.70, 2.81, 1.14], [1.77, 4.33, 2.03], [-1.74, 4.26, 0.78], [-0.25, 5.20, 0.91], [-0.31, 3.75, -0.08], [-3.52, 0.21, 5.14], [-2.71, -0.06, 6.69], [-2.32, 1.36, 5.72], [-2.84, -2.13, 4.44], [-1.14, -2.61, 4.49], [-2.02, -2.32, 5.99], [0.17, 0.66, 5.78], [-0.28, -0.75, 6.75], [0.62, -0.96, 5.24], [4.16, -2.90, 1.27], [5.76, -2.02, 0.25], [6.25, -0.33, 0.39], [5.35, -1.09, 1.71], [4.69, -1.52, -1.90], [3.49, -0.24, -2.10], [5.19, 0.18, -1.81], [3.73, 0.85, 1.57], [4.77, 1.51, 0.30], [3.04, 1.35, 0.02], [-4.30, -0.02, -0.98], [-5.06, 1.14, -1.61], [-4.37, 2.42, -1.57], [-4.74, 3.33, -0.50], [-4.17, 2.91, 0.85], [-3.40, 2.73, -2.47], [-2.59, 4.19, -2.51], [-3.26, 1.76, -3.43], [-2.28, 0.93, -3.47], [-1.33, 0.85, -2.60], [-2.39, -0.17, -4.48], [-1.98, -1.45, -4.13], [-2.18, -2.50, -5.01], [-2.75, -2.27, -6.25], [-3.14, -0.99, -6.61], [-2.97, 0.06, -5.72], [-4.86, -0.95, -1.09], [-4.11, 0.15, 0.08], [-3.33, -0.16, -1.47], [-6.01, 1.28, -1.08], [-5.29, 0.91, -2.65], [-5.84, 3.35, -0.45], [-4.39, 4.32, -0.78], [-4.61, 1.98, 1.20], [-4.36, 3.68, 1.60], [-3.09, 2.76, 0.77], [-1.50, -1.60, -3.17], [-1.85, -3.50, -4.73], [-2.88, -3.09, -6.95], [-3.57, -0.80, -7.58], [-3.28, 1.06, -5.97], [0.51, 4.83, -2.08], [1.89, 4.08, -1.82], [2.79, 4.91, -1.01], [1.59, 2.65, -1.30], [2.47, 3.88, -3.32], [1.96, 2.61, -4.22], [3.00, 1.48, -3.75], [2.06, 2.93, -5.65], [0.63, 2.19, -3.59], [-0.16, 4.28, -2.54], [3.88, 1.83, -3.59], [3.42, -1.84, -4.92], [1.68, -2.14, -4.69], [1.06, -2.92, -6.16], [1.47, -3.25, -3.31], [0.98, -0.71, -4.44], [0.63, -0.12, -5.43], [0.98, -0.44, -3.21]], "spin_multiplicity": 1, "homo_ev": -3.34, "relative_energy_kj_mol": 98.08, "gap_ev": 6.9938, "charge": -2, "lumo_ev": 3.65}



[5]
{"formula": "C28H42F3O22V", "method": "ωB97M-V/def2-TZVPD", "elements": ["O", "V", "O", "C", "O", "O", "C", "F", "F", "F", "C", "C", "H", "H", "H", "H", "H", "H", "C", "C", "C", "O", "C", "O", "O", "H", "H", "H", "H", "H", "H", "C", "C", "C", "O", "C", "O", "O", "H", "H", "H", "H", "H", "H", "C", "C", "C", "O", "C", "O", "O", "H", "H", "H", "H", "H", "H", "C", "C", "C", "O", "C", "O", "O", "H", "H", "H", "H", "H", "H", "C", "C", "C", "O", "C", "O", "O", "H", "H", "H", "H", "H", "H", "C", "C", "C", "O", "C", "O", "O", "H", "H", "H", "H", "H", "H"], "positions_angstrom": [[0.42, 0.32, 1.94], [-0.74, -0.45, 1.12], [-1.39, 0.60, 0.14], [-2.68, -0.67, 3.37], [-2.16, 0.52, 2.81], [-2.09, -1.62, 2.51], [-2.59, -0.73, 4.93], [-1.32, -0.94, 5.41], [-3.04, 0.36, 5.45], [-3.34, -1.69, 5.33], [-2.77, 1.81, 3.06], [-2.08, 2.78, 2.07], [-2.19, 3.84, 2.31], [-1.00, 2.62, 2.07], [-2.38, 2.66, 1.03], [-2.61, 2.17, 4.08], [-3.85, 1.85, 2.94], [-3.75, -0.58, 3.18], [0.43, 3.32, -0.97], [0.15, 4.85, -1.08], [-0.24, 5.29, -2.42], [-1.43, 6.04, -2.12], [-1.75, 6.00, -0.85], [-2.69, 6.60, -0.36], [-0.98, 5.14, -0.23], [1.37, 3.20, -1.51], [-0.20, 2.67, -1.58], [0.57, 2.90, 0.02], [0.95, 5.47, -0.68], [-0.50, 4.46, -3.08], [0.51, 5.88, -2.94], [-0.79, -5.74, -3.18], [-1.94, -4.76, -2.94], [-2.85, -5.13, -1.81], [-2.97, -3.94, -1.08], [-1.94, -3.13, -1.37], [-1.53, -2.21, -0.71], [-1.30, -3.63, -2.45], [-0.26, -6.03, -2.27], [-0.05, -5.31, -3.85], [-1.11, -6.71, -3.55], [-2.45, -4.51, -3.87], [-2.43, -5.94, -1.22], [-3.78, -5.58, -2.17], [-3.02, 1.40, -3.21], [-2.13, 0.83, -4.30], [-0.66, 0.65, -3.84], [-0.33, -0.62, -4.32], [-1.39, -1.27, -4.71], [-1.34, -2.32, -5.38], [-2.41, -0.58, -4.44], [-2.68, 1.23, -2.19], [-4.08, 1.19, -3.36], [-2.99, 2.49, -3.25], [-2.20, 1.30, -5.27], [-0.65, 0.73, -2.75], [0.05, 1.36, -4.27], [5.05, 1.88, -1.10], [4.06, 1.09, -1.91], [4.26, -0.44, -2.09], [3.04, -0.97, -1.68], [2.17, -0.02, -1.22], [1.03, -0.17, -0.91], [2.81, 1.16, -1.21], [5.97, 2.02, -1.67], [5.28, 1.33, -0.19], [4.63, 2.86, -0.86], [3.86, 1.62, -2.84], [5.07, -0.75, -1.43], [4.46, -0.75, -3.12], [2.77, -4.93, -1.81], [2.34, -5.03, -0.37], [3.39, -4.64, 0.68], [2.68, -3.63, 1.41], [1.52, -3.26, 0.82], [0.71, -2.42, 1.17], [1.34, -4.08, -0.22], [2.99, -3.89, -2.08], [1.99, -5.37, -2.44], [3.72, -5.44, -1.96], [1.96, -6.02, -0.11], [4.29, -4.39, 0.12], [3.58, -5.47, 1.36], [1.67, 1.40, 5.55], [0.35, 1.90, 5.00], [-0.54, 2.56, 6.07], [-0.82, 3.81, 5.46], [0.00, 4.02, 4.47], [0.07, 5.06, 3.86], [0.61, 2.97, 4.13], [2.19, 2.08, 6.22], [2.39, 1.17, 4.76], [1.46, 0.55, 6.20], [-0.22, 1.12, 4.50], [-0.06, 2.63, 7.04], [-1.49, 2.02, 6.17]], "spin_multiplicity": 2, "homo_ev": [-2.28, -4.32], "gap_ev": [4.2367, 6.2696], "charge": -1, "lumo_ev": [1.95, 1.95]}



[6]
{"formula": "C30H64BClN3O7S2", "method": "ωB97M-V/def2-TZVPD", "elements": ["C", "C", "N", "C", "C", "C", "C", "C", "C", "N", "O", "C", "C", "C", "C", "C", "C", "C", "B", "O", "C", "C", "O", "S", "O", "O", "C", "C", "S", "O", "O", "C", "Cl", "C", "C", "H", "H", "H", "H", "H", "H", "H", "H", "H", "H", "H", "H", "H", "H", "H", "H", "H", "H", "H", "H", "H", "H", "H", "H", "H", "H", "H", "H", "H", "H", "H", "H", "H", "H", "H", "H", "H", "H", "H", "H", "H", "H", "H", "H", "H", "H", "C", "C", "C", "N", "C", "C", "C", "C", "C", "H", "H", "H", "H", "H", "H", "H", "H", "H", "H", "H", "H", "H", "H", "H", "H", "H", "H"], "positions_angstrom": [[4.86, 1.91, -1.71], [4.15, 1.25, -0.53], [2.78, 0.90, -0.91], [1.85, 0.28, 0.06], [2.36, -1.16, 0.51], [3.08, -1.73, 1.76], [4.58, -1.39, 1.85], [2.41, -1.69, 3.13], [1.57, 1.39, 1.18], [2.59, 1.33, 2.22], [1.70, 2.63, 0.50], [1.07, 3.80, 1.01], [1.51, 5.00, 0.17], [2.56, 5.83, 0.90], [0.30, 5.84, -0.29], [-0.57, 5.06, -1.31], [-0.55, 6.37, 0.87], [0.21, 1.23, 1.91], [0.14, 1.81, 3.43], [0.57, 0.98, 4.44], [-0.50, 3.20, 3.83], [0.38, 3.97, 4.84], [0.01, -0.20, 2.12], [-1.04, -0.98, 1.23], [-2.33, -0.33, 1.36], [-0.54, -0.58, -0.26], [0.58, 0.03, -0.89], [0.03, 1.35, -1.43], [-1.68, 1.33, -2.01], [-2.49, 1.87, -0.95], [-2.04, 0.10, -2.66], [0.99, -0.95, -2.09], [0.07, -2.51, -2.04], [0.94, -0.44, -3.54], [2.13, 0.40, -4.01], [4.12, 2.34, -2.39], [5.45, 1.19, -2.28], [5.53, 2.70, -1.38], [4.71, 0.35, -0.23], [4.11, 1.94, 0.31], [2.87, 0.26, -1.69], [3.05, -1.43, -0.30], [1.51, -1.84, 0.36], [3.09, -2.80, 1.51], [4.98, -1.76, 2.80], [5.14, -1.87, 1.05], [4.82, -0.33, 1.82], [1.36, -1.99, 3.07], [2.91, -2.43, 3.76], [2.46, -0.73, 3.62], [2.94, 2.27, 2.38], [3.38, 0.76, 1.97], [1.38, 3.96, 2.05], [-0.02, 3.69, 1.01], [2.00, 4.60, -0.73], [3.33, 5.18, 1.33], [2.12, 6.39, 1.73], [3.05, 6.54, 0.23], [0.71, 6.70, -0.82], [-1.49, 4.68, -0.87], [-0.84, 5.69, -2.15], [-0.01, 4.22, -1.72], [-1.35, 5.67, 1.13], [-1.02, 7.31, 0.61], [0.04, 6.55, 1.77], [-0.65, 1.62, 1.35], [-0.08, 0.79, 5.12], [-0.76, 3.83, 2.99], [-1.45, 2.93, 4.32], [0.16, 5.04, 4.81], [1.45, 3.85, 4.64], [0.21, 3.62, 5.86], [-0.04, 2.08, -0.64], [0.66, 1.79, -2.20], [-1.58, 2.28, -2.97], [1.99, -1.32, -1.92], [0.92, -1.33, -4.17], [0.00, 0.07, -3.75], [3.09, 0.01, -3.65], [2.07, 1.45, -3.71], [2.16, 0.38, -5.10], [-6.56, -6.45, -1.09], [-5.18, -7.00, -1.46], [-4.02, -6.35, -0.71], [-3.29, -5.25, -1.44], [-2.45, -5.82, -2.53], [-4.22, -4.19, -1.96], [-4.59, -3.38, -0.73], [-3.27, -3.33, 0.06], [-2.42, -4.50, -0.45], [-6.72, -5.43, -1.43], [-7.34, -7.07, -1.54], [-6.71, -6.47, -0.01], [-5.03, -6.95, -2.53], [-5.16, -8.06, -1.21], [-3.24, -7.08, -0.48], [-4.36, -5.93, 0.24], [-3.09, -6.33, -3.25], [-1.75, -6.53, -2.10], [-1.92, -5.01, -3.02], [-3.63, -3.59, -2.66], [-5.04, -4.65, -2.50], [-5.37, -3.88, -0.17], [-4.96, -2.40, -1.00], [-3.44, -3.38, 1.13], [-2.75, -2.40, -0.14], [-2.10, -5.19, 0.32], [-1.55, -4.15, -0.99]], "spin_multiplicity": 1, "homo_ev": -10.95, "gap_ev": 9.0130, "charge": 1, "lumo_ev": -1.93}



[7]
{"formula": "C3H3ClIN3", "method": "ωB97M-V/def2-TZVPD", "elements": ["C", "C", "C", "N", "N", "N", "Cl", "I", "H", "H", "H"], "positions_angstrom": [[1.42, 1.33, -0.97], [0.37, 0.62, -1.40], [-1.18, -0.92, -0.14], [1.63, 1.04, 0.33], [0.74, 0.19, 0.74], [-0.04, -0.07, -0.28], [2.44, 2.24, -1.92], [-0.85, -0.79, 4.05], [-1.24, -1.71, -0.79], [-1.21, -1.45, 0.77], [-2.09, -0.48, -0.41]], "spin_multiplicity": 1, "homo_ev": [-9.90, -9.79], "relative_energy_kj_mol": 340.07, "gap_ev": [6.7602, 7.2984], "lumo_ev": [-3.14, -2.49]}



[8]
{"formula": "C25H28F15NO2Si", "method": "ωB97M-V/def2-TZVPD", "elements": ["C", "C", "O", "C", "C", "N", "C", "O", "C", "C", "C", "C", "F", "F", "C", "F", "F", "C", "F", "F", "C", "F", "F", "C", "F", "F", "C", "F", "F", "F", "C", "F", "F", "C", "C", "Si", "C", "C", "C", "C", "C", "C", "C", "C", "H", "H", "H", "H", "H", "H", "H", "H", "H", "H", "H", "H", "H", "H", "H", "H", "H", "H", "H", "H", "H", "H", "H", "H", "H", "H", "H", "H"], "positions_angstrom": [[-0.54, 1.72, 4.64], [-0.38, 0.59, 3.62], [0.64, 0.95, 2.70], [1.27, -0.19, 2.09], [2.47, -0.60, 2.95], [3.68, -0.13, 2.27], [3.37, 0.01, 0.90], [4.18, 0.04, 0.04], [1.83, 0.11, 0.68], [1.40, -0.94, -0.34], [1.89, -2.35, 0.00], [0.80, -3.41, 0.06], [-0.41, -2.87, 0.35], [1.07, -4.28, 1.08], [0.61, -4.22, -1.25], [-0.64, -4.71, -1.30], [0.74, -3.34, -2.26], [1.63, -5.37, -1.48], [2.75, -5.11, -0.79], [1.96, -5.42, -2.78], [1.15, -6.78, -1.05], [2.23, -7.58, -1.17], [0.79, -6.76, 0.22], [0.00, -7.41, -1.92], [-0.21, -6.73, -3.04], [-1.13, -7.39, -1.19], [0.25, -8.89, -2.29], [-0.84, -9.35, -2.89], [0.46, -9.61, -1.21], [1.26, -9.02, -3.12], [1.58, 1.55, 0.19], [2.17, 1.70, -1.03], [2.25, 2.39, 1.04], [0.13, 1.95, 0.06], [-0.05, 3.48, -0.06], [-1.10, 4.09, -1.52], [-1.63, 2.71, -2.68], [-0.09, 5.37, -2.45], [-2.62, 4.98, -0.86], [-2.59, 6.34, -0.51], [-3.73, 7.00, -0.03], [-4.94, 6.32, 0.12], [-5.00, 4.96, -0.21], [-3.85, 4.30, -0.69], [-0.07, 1.44, 5.58], [-0.07, 2.61, 4.25], [-1.59, 1.89, 4.85], [-0.11, -0.33, 4.14], [-1.32, 0.41, 3.09], [0.51, -0.96, 2.01], [2.35, -0.22, 3.95], [2.51, -1.69, 3.01], [3.94, 0.79, 2.64], [0.32, -0.89, -0.49], [1.85, -0.64, -1.29], [2.60, -2.65, -0.77], [2.44, -2.42, 0.93], [-0.41, 1.60, 0.92], [-0.25, 1.42, -0.81], [-0.55, 3.83, 0.85], [0.89, 4.01, -0.09], [-2.16, 1.92, -2.15], [-0.77, 2.31, -3.20], [-2.31, 3.15, -3.41], [-0.64, 5.76, -3.31], [0.19, 6.19, -1.80], [0.84, 4.94, -2.82], [-1.68, 6.92, -0.61], [-3.69, 8.05, 0.23], [-5.82, 6.83, 0.47], [-5.92, 4.40, -0.10], [-3.91, 3.25, -0.95]], "spin_multiplicity": 1, "homo_ev": -9.26, "smiles": "CCO[C@@H]1CNC(=O)[C@]1(CCC(F)(F)C(F)(F)C(F)(F)C(F)(F)C(F)(F)C(F)(F)F)C(F)(F)CC[Si](C)(C)c1ccccc1", "gap_ev": 9.7673, "lumo_ev": 0.51}



Number 1: maximum force 0.1185 Eh/bohr. Number 2: maximum force 0.0928 Eh/bohr. Number 3: maximum force 0.1600 Eh/bohr. Number 4: maximum force 0.0248 Eh/bohr. Number 5: maximum force 0.0976 Eh/bohr. Number 6: maximum force 0.0164 Eh/bohr. Number 7: maximum force 0.0605 Eh/bohr. Number 8: maximum force 0.0293 Eh/bohr.